# 1
33
Properties=species:S:1:pos:R:3 method="wB97M-V/def2-TZVPD" e_above_lowest_kj_mol=45.2 smiles="O=C1C=CCC2(CCCC2)[C@]12CCCS2" orbital_gap_ha=0.3155 energy_ev=-26653.36464 multiplicity=1 largest_force_ev_per_a=5.9
S -1.28026 1.37898 -1.05057
O -2.59796 -1.43959 -1.18602
C -0.81868 -2.69494 -0.29960
C -0.84689 -0.15058 -0.11777
C -1.54538 0.12263 1.26121
C -2.44840 2.06339 0.13068
C 0.69331 -0.21299 -0.07851
C 2.17543 0.96435 -1.59999
C 2.63834 1.12681 -0.17784
C 0.41188 -2.73752 0.13771
C 1.31077 -0.25116 -1.53323
C -2.82287 0.90694 1.04758
C 1.10999 -1.50401 0.62090
C 1.37283 0.88968 0.68138
C -1.53153 -1.48314 -0.63408
H -3.28542 2.62175 -0.46463
H -3.47305 0.19007 0.37198
H 1.50019 1.77020 -1.94594
H -1.68907 2.72485 0.76307
H 1.54908 0.54202 1.67518
H 0.68864 1.86501 0.78312
H 3.18263 1.05634 -2.17987
H -0.88139 0.85998 1.76046
H 3.29769 0.46342 0.20340
H 2.99699 2.16039 0.17701
H 1.92481 -1.23052 -1.75923
H -3.30489 1.23256 1.89929
H -1.24096 -3.65441 -0.78935
H 0.59914 -0.20346 -2.25841
H -1.68521 -0.82418 1.77094
H 0.93971 -3.66019 0.48224
H 2.30401 -1.50285 0.62906
H 0.75654 -1.38982 1.67983

---

# 2
33
Properties=species:S:1:pos:R:3 method="wB97M-V/def2-TZVPD" e_above_lowest_kj_mol=481.5 smiles="C[Si](C)(C)C(=O)c1ccccc1.C=C=C" orbital_gap_ha=0.3328 energy_ev=-23694.57781 multiplicity=1 largest_force_ev_per_a=4.2
Si 2.03664 0.25940 -0.02322
O 0.76695 0.88701 2.16745
C -2.38186 1.67696 -1.38536
C -3.49551 1.35640 -0.57577
C -0.95863 -2.38245 0.28316
C -0.86849 1.09528 0.44993
C 2.86794 1.90149 -0.68154
C -2.04198 -2.44741 -0.38155
C -0.33175 -2.16182 1.41225
C 0.52521 0.82224 0.97339
C 1.56365 -0.88563 -1.55270
C -1.98812 0.71351 1.24051
C -1.07481 1.50735 -0.89661
C 3.07516 -0.68854 1.16441
C -3.27433 0.90049 0.70230
H 3.22877 -1.66638 0.71719
H 3.86351 1.55087 -1.07963
H 2.23105 2.34819 -1.41322
H -2.65917 1.62220 -2.47895
H 2.44856 -1.11102 -2.13167
H 4.14561 -0.22231 1.22903
H 0.73613 -0.51019 -2.13491
H -0.10410 1.81082 -1.51536
H -4.45564 1.67523 -1.05592
H -3.99198 0.32329 1.28269
H -3.09108 -2.81805 -0.00420
H -1.99833 0.48380 2.34396
H 2.83871 -0.69577 2.17738
H 0.51776 -2.71567 1.77513
H 3.10416 2.60017 0.17447
H -2.05716 -2.21020 -1.44123
H -0.43952 -1.14019 1.75901
H 1.26264 -1.87906 -1.10040

---

# 3
32
Properties=species:S:1:pos:R:3 method="wB97M-V/def2-TZVPD" e_above_lowest_kj_mol=0.0 orbital_gap_ha="0.2155 / 0.2493" energy_ev=-21645.98470 multiplicity=3 largest_force_ev_per_a=7.2
Si -0.42287 0.96326 -1.87052
C -0.84274 -0.88844 0.26359
C -0.47709 0.36518 -0.06879
C 1.45041 -2.26079 1.45522
C 1.86964 -1.04357 1.76741
C -0.21326 -1.32546 2.87519
C 0.00393 -0.51946 -2.99508
C 0.12575 -2.53890 2.05214
C -2.09867 1.72547 -2.38781
C -0.96414 -1.58214 1.58335
C 0.95979 2.27166 -2.02705
C -0.07833 1.29122 0.99070
C 0.48566 1.01891 2.17012
C 0.92761 -0.32247 2.70460
H -1.16481 -1.54438 -0.54039
H 2.77535 -0.57120 1.42869
H -1.96769 -1.98399 1.71372
H 0.69340 1.85420 2.82784
H -0.26793 2.33484 0.76704
H -0.13841 -3.54719 2.33463
H 0.37601 -0.18714 -3.95903
H 1.95832 -2.97387 0.82917
H 0.65743 3.22987 -1.61736
H -2.90431 1.00217 -2.30437
H -2.06778 2.06714 -3.41864
H 1.43105 -0.15488 3.66462
H 1.23168 2.43397 -3.06524
H -0.74490 -1.36187 3.81190
H 1.85470 1.95637 -1.49779
H -2.35909 2.57756 -1.76679
H -0.86123 -1.14732 -3.17983
H 0.77253 -1.13876 -2.54124